1.
The ion C6H9N2S with charge +1. Source: the OMol25 dataset; level of theory: ωB97M-V with the def2-TZVPD basis set.

XYZ file:
```
18
Properties=species:S:1:pos:R:3:forces:R:3:lowdin_charge:R:1
S -1.5252 0.0514 -1.0819 -0.2184 -0.9819 1.4143 0.988
N 0.1200 -1.6609 1.2832 -0.0937 0.0639 0.0929 0.155
N -1.2059 0.0403 1.3314 1.0602 -0.8157 0.7555 0.009
C 0.5896 1.5473 -1.7649 -0.0807 0.0836 -0.2026 -0.127
C 0.3209 0.3289 -0.8895 -0.2776 -0.4417 -0.0013 -0.568
C 0.9394 0.5642 0.5668 0.1954 0.2878 -0.0176 -0.065
C 0.0817 -0.2906 1.4153 -0.7886 0.1528 0.1789 -0.245
C -1.9380 -0.9953 0.7325 -0.1370 1.0328 -1.7055 -0.223
C -1.0640 -2.0895 0.8018 -0.0817 0.4388 0.1941 -0.050
H 0.0348 1.4819 -2.7009 0.1072 0.0418 -0.0841 0.075
H 0.2881 2.4655 -1.2630 -0.0312 -0.0104 0.0187 0.089
H -1.2721 -3.1215 0.6021 0.0845 -0.2045 -0.3453 0.139
H 1.9891 0.2773 0.5664 0.0134 0.0698 -0.0021 0.135
H 0.9267 -2.2398 1.4768 0.0585 0.0971 -0.1091 0.189
H -1.5795 0.9743 1.4174 0.1975 0.1153 -0.3436 0.166
H 0.8488 1.6181 0.8203 0.0090 0.0192 0.0752 0.130
H 0.7960 -0.5627 -1.3040 -0.0253 0.0874 0.0631 0.104
H 1.6496 1.6112 -2.0100 0.0083 -0.0359 0.0186 0.099
```
Forces are in eV/Å.

Computed properties:
LUMO ... -5.6 eV
Total charge ... +1
Strongest force on any atom ... 2.00 eV/Å
Total energy ... -20172.9336 eV

=====

2.
A structure of composition C6H9N3. Source: the OMol25 dataset; level of theory: ωB97M-V with the def2-TZVPD basis set.

XYZ file:
```
18
Properties=species:S:1:pos:R:3:forces:R:3:lowdin_charge:R:1
N -0.3640 -2.3815 0.7244 -0.2903 2.5275 -0.3960 -0.006
N 1.6092 1.3590 -0.9802 -2.1526 0.2882 -3.8192 0.048
N 0.7002 -2.1187 -0.1503 1.7693 1.9620 -1.8069 0.009
C 0.5623 0.3199 -0.5266 1.1601 6.4312 0.1291 -0.500
C -1.0417 0.1457 0.6828 -2.2033 -4.5427 4.1932 -0.330
C 0.4109 0.4001 0.9707 -0.8418 -0.0245 3.6328 -0.095
C 1.0651 -0.9380 -0.6616 2.4880 -8.9454 -2.9215 -0.144
C -1.1455 -1.3892 1.0206 -1.5677 -1.8734 0.2065 -0.078
C -1.0052 0.5193 -0.6626 0.9249 0.7402 -5.6510 -0.079
H 1.9446 -1.1153 -1.4969 -2.0900 0.6156 2.3270 0.172
H -1.6819 0.0627 -1.4114 0.8942 -1.0165 0.3155 0.135
H 0.2124 1.2935 1.5394 1.6347 1.2863 -0.4011 0.122
H 1.4027 1.6448 -2.1008 0.7689 -1.1637 3.8400 0.154
H -1.9574 -1.8819 1.6538 0.5620 1.6476 -0.5768 0.123
H -1.7798 0.6821 1.1941 -1.0118 0.4551 1.6267 0.123
H 1.4199 2.2449 -0.4940 -0.0821 -0.5441 -0.1621 0.054
H -1.2182 1.5336 -1.0194 0.4019 0.5247 1.3249 0.126
H 0.8663 -0.3811 1.7180 -0.3644 1.6319 -1.8609 0.167
```
Forces are in eV/Å.

Computed properties:
LUMO ... 0.2 eV
Total charge ... 0
Strongest force on any atom ... 9.73 eV/Å
Total energy ... -10832.0644 eV

=====

| no. | gap between HOMO and LUMO (eV) |
| --- | --- |
| 1 | 7.8 |
| 2 | 9.5 |